C32H45N4O2 | ωB97M-V with the def2-TZVPD basis set

Geometry as ORCA input:
```
! RIJCOSX wB97M-V def2-TZVPD def2/J DEFGRID3
* xyz 1 1
C 7.1396 3.0508 -0.0842
O 6.6650 1.7171 0.2249
C 5.3340 1.5011 0.2980
C 4.9194 0.1818 0.5794
C 3.5797 -0.1276 0.6029
C 2.5656 0.8325 0.2767
C 1.1723 0.4663 0.2221
C 0.1896 1.4606 0.3951
C -1.1786 1.3304 0.6149
N -2.0419 2.3684 0.7068
C -3.4627 2.0959 0.9074
C -4.0547 1.2132 -0.1920
C -5.5434 0.9973 -0.0428
C -6.4208 1.3795 -1.0618
C -7.8013 1.2587 -0.8780
C -8.3084 0.7066 0.3092
C -7.4186 0.2908 1.3132
C -6.0380 0.4267 1.1293
C -4.0789 3.4936 0.9319
O -5.2571 3.7941 1.0793
N -3.0607 4.3868 0.7442
C -3.3017 5.8131 0.6509
C -1.7299 3.8149 0.5956
C -0.8331 4.3658 1.7175
C -1.1519 4.1834 -0.7772
C 3.0230 2.1697 0.0708
C 4.3571 2.5113 0.1032
H 8.2172 2.9177 -0.1646
H 6.7202 3.4115 -1.0341
H 6.8984 3.7514 0.7278
H 5.6805 -0.5708 0.7976
H 3.2617 -1.1366 0.8804
H 0.9128 -0.5938 0.1663
H 0.5354 2.4985 0.3896
H -1.6355 0.3478 0.7533
H -3.6329 1.6236 1.8914
H -3.8556 1.6780 -1.1691
H -3.5308 0.2453 -0.1834
H -6.0043 1.8086 -1.9760
H -8.4774 1.5955 -1.6635
H -9.3837 0.5900 0.4476
H -7.7921 -0.1369 2.2419
H -5.3284 0.1201 1.9019
H -4.3738 5.9876 0.7467
H -2.7764 6.3595 1.4447
H -2.9566 6.2083 -0.3138
H -1.3709 4.3390 2.6751
H 0.0968 3.8009 1.8133
H -0.5893 5.4101 1.4788
H -1.8938 3.9649 -1.5571
H -0.9291 5.2573 -0.7842
H -0.2326 3.6309 -0.9873
H 2.2957 2.9711 -0.1265
H 4.6392 3.5629 -0.0099
C 2.2203 -7.1980 0.7473
C 1.1256 -6.6997 1.7154
C 1.0426 -5.1749 1.5229
N 1.8398 -4.8737 0.3700
C 2.3471 -3.5478 0.1930
C 2.4573 -3.3365 -1.3112
C 3.0042 -2.0012 -1.8461
C 2.4816 -2.0006 -3.2818
C 1.2585 -2.9471 -3.2536
N 1.0965 -3.2590 -1.8214
C 2.7169 -5.9500 -0.0094
H 3.0490 -7.6811 1.2778
H 1.7932 -7.9076 0.0297
H 0.1676 -7.1483 1.4351
H 1.3531 -6.9590 2.7540
H -0.0013 -4.8816 1.3380
H 1.3833 -4.6314 2.4209
H 1.6331 -2.8075 0.5862
H 3.3248 -3.3682 0.6777
H 3.0473 -4.1757 -1.7769
H 2.5047 -1.1931 -1.3011
H 4.0704 -1.8428 -1.7215
H 2.2376 -0.9877 -3.6008
H 3.2265 -2.3892 -3.9784
H 0.3708 -2.4923 -3.7009
H 1.4725 -3.8867 -3.7999
H 0.5741 -4.1186 -1.6245
H 3.7785 -5.7440 0.2330
H 2.6657 -6.1217 -1.0971
*
```

Summary:
- calculated total energy (Ha) = -1615.5975
- LUMO level (eV) = -4.6
- HOMO level (eV) = -10.0

C32H45N5P2Pd | ωB97M-V with the def2-TZVPD basis set

Geometry as ORCA input:
```
! RIJCOSX wB97M-V def2-TZVPD def2/J DEFGRID3
* xyz 2 1
Pd -0.4406 -0.2582 0.1241
C -4.7823 -0.0523 -0.2397
N -3.3261 -0.0914 -0.0945
P -2.2716 1.0866 0.4735
C -2.6959 2.6711 -0.2269
C -2.1492 3.0437 -1.4568
C -2.5351 4.2326 -2.0528
C -3.4712 5.0451 -1.4244
C -4.0205 4.6743 -0.2036
C -3.6347 3.4897 0.4032
C -2.4449 1.2142 2.2662
C -2.9981 0.1608 2.9897
C -3.0149 0.2099 4.3765
C -2.4716 1.3000 5.0432
C -1.9170 2.3517 4.3242
C -1.9053 2.3129 2.9378
P -2.2635 -1.3009 -0.6109
C -2.3550 -1.4261 -2.4024
C -1.9260 -2.5985 -3.0270
C -1.9044 -2.6775 -4.4110
C -2.3164 -1.5928 -5.1738
C -2.7453 -0.4257 -4.5552
C -2.7592 -0.3364 -3.1717
C -2.8479 -2.8586 0.0453
C -2.3779 -3.3043 1.2806
C -2.9111 -4.4501 1.8491
C -3.9157 -5.1457 1.1899
C -4.3935 -4.7002 -0.0366
C -3.8623 -3.5591 -0.6140
H -5.1666 0.8482 0.2372
H -5.2285 -0.9184 0.2500
H -5.0740 -0.0431 -1.2898
H -1.4298 2.3984 -1.9506
H -2.1100 4.5270 -3.0028
H -3.7742 5.9740 -1.8886
H -4.7483 5.3116 0.2799
H -4.0555 3.2115 1.3616
H -3.4186 -0.6950 2.4743
H -3.4610 -0.6010 4.9369
H -2.4913 1.3370 6.1240
H -1.5095 3.2094 4.8426
H -1.4984 3.1520 2.3824
H -1.6337 -3.4602 -2.4358
H -1.5798 -3.5894 -4.8938
H -2.3108 -1.6595 -6.2534
H -3.0752 0.4140 -5.1523
H -3.0922 0.5798 -2.6958
H -1.5912 -2.7607 1.7826
H -2.5432 -4.8028 2.8035
H -4.3310 -6.0409 1.6336
H -5.1785 -5.2443 -0.5439
H -4.2308 -3.2203 -1.5747
N 1.0860 1.4142 -0.9287
C 2.5224 1.3954 -0.5830
C 2.7610 1.6168 0.9027
C 2.3392 0.4879 1.8313
N 0.8689 0.3735 1.9559
H 0.9766 1.2885 -1.9303
H 0.7178 2.3406 -0.7309
H 3.0726 2.1553 -1.1436
H 2.9368 0.4301 -0.8881
H 2.2821 2.5513 1.2181
H 3.8312 1.7754 1.0465
H 2.7907 0.6556 2.8120
H 2.7302 -0.4665 1.4662
H 0.4921 1.2613 2.2790
H 0.6430 -0.2752 2.7057
C 3.4411 -3.2937 0.5933
C 2.0363 -3.8927 0.4999
C 1.8068 -4.5326 -0.8641
C 1.8199 -4.9212 1.6031
N 0.9831 -2.8672 0.7322
N 0.9214 -1.8582 -0.2830
H 4.1983 -4.0574 0.4183
H 3.6196 -2.8722 1.5857
H 3.6104 -2.5128 -0.1553
H 2.4553 -5.4018 -0.9678
H 2.0462 -3.8624 -1.6936
H 0.7745 -4.8764 -0.9626
H 2.6000 -5.6807 1.5702
H 0.8505 -5.4063 1.4894
H 1.8573 -4.4508 2.5894
H 1.1992 -2.3731 1.5934
H 0.5912 -2.3127 -1.1305
H 1.8534 -1.5012 -0.5078
*
```

Summary:
- calculated total energy (Ha) = -2330.3374
- LUMO level (eV) = -5.8
- HOMO level (eV) = -14.1

Quick rundown of energy above the lowest of the compared OMol25 structures with the same formula, charge and spin, same order as above: 122.4, 0.0 kJ/mol